1.
{"formula": "C3H8BO2P", "method": "wB97M-V/def2-TZVPD", "lumo_energy_ev": [-1.4, -1.9], "e_above_lowest_kcal_mol": 71.8, "homo_lumo_gap_ev": [8.2, 6.5], "total_energy_ha": -635.702177, "species": ["B", "C", "C", "C", "O", "O", "P", "H", "H", "H", "H", "H", "H", "H", "H"], "xyz": [[0.3845, -0.3694, -0.8479], [-1.7228, -0.6254, 1.6441], [0.4320, 1.2247, 0.9039], [1.3484, -0.6902, -2.1093], [-0.5514, -1.1854, -0.4834], [0.9353, 0.7497, -0.2535], [-1.4437, 1.1099, 1.5671], [-2.6520, -1.0133, 1.4692], [-1.1084, -1.1150, 2.2660], [1.0308, 0.6744, 1.7381], [0.6323, 2.4155, 0.8101], [2.1742, -0.0723, -2.0356], [1.0309, -0.7028, -3.2180], [1.6638, -1.7310, -1.8513], [-2.1538, 1.3306, 0.4007]], "lowdin_charge": [-0.840, -0.127, -0.395, 0.008, 0.109, -0.017, 0.909, 0.006, -0.013, 0.118, 0.134, 0.013, 0.084, 0.067, -0.057]}

=====

2.
{"formula": "C3H8BrClSi", "method": "wB97M-V/def2-TZVPD", "lumo_energy_ev": 0.7, "e_above_lowest_kcal_mol": 4.6, "smiles": "C[Si](C)(Cl)CBr", "homo_lumo_gap_ev": 10.8, "total_energy_ha": -3442.881793, "species": ["Cl", "Br", "C", "C", "C", "Si", "H", "H", "H", "H", "H", "H", "H", "H"], "xyz": [[0.4446, -0.4716, 2.4495], [-2.0997, -0.8496, -1.8602], [1.7250, -0.4834, -0.4081], [-0.2557, 1.6672, 0.1680], [-1.4799, -1.1160, -0.0708], [0.0527, -0.1452, 0.4511], [2.5231, -0.0486, 0.2000], [1.8922, -1.5680, -0.3801], [1.8375, -0.2078, -1.4562], [-0.3425, 1.7588, -0.9174], [-1.2080, 2.0293, 0.6121], [0.5732, 2.3053, 0.5586], [-1.3823, -2.1704, 0.1242], [-2.2803, -0.7001, 0.5293]], "lowdin_charge": [0.324, 0.609, -0.213, -0.233, -0.758, 0.056, 0.026, 0.024, 0.030, 0.021, 0.042, 0.049, 0.014, 0.009]}

=====

3.
{"formula": "C3H8BrN", "method": "wB97M-V/def2-TZVPD", "lumo_energy_ev": 0.6, "e_above_lowest_kcal_mol": 70.7, "homo_lumo_gap_ev": 8.5, "total_energy_ha": -2747.718424, "species": ["C", "C", "C", "N", "Br", "H", "H", "H", "H", "H", "H", "H", "H"], "xyz": [[1.6908, -1.4438, -0.2903], [-1.7047, 2.0672, -0.1900], [0.5451, -0.8418, 0.5094], [-0.6799, -0.9440, -0.2789], [-1.9780, 0.0456, 0.3058], [1.4940, -2.4888, -0.5014], [1.8061, -0.9142, -1.2316], [2.6159, -1.3586, 0.2760], [-2.7019, 2.4802, -0.2179], [-1.0903, 2.5051, 0.5776], [-1.2370, 2.0552, -1.1627], [0.4456, -1.3673, 1.4703], [0.7944, 0.2052, 0.7337]], "lowdin_charge": [-0.125, -0.267, -0.481, -0.574, 1.046, 0.065, 0.065, 0.066, 0.007, 0.006, 0.021, 0.089, 0.082]}

=====

4.
{"formula": "C3H8BrN2O", "method": "wB97M-V/def2-TZVPD", "lumo_energy_ev": -4.7, "e_above_lowest_kcal_mol": 37.3, "smiles": "C[C@H](O)C(=[NH2+])NBr", "homo_lumo_gap_ev": 9.3, "total_energy_ha": -2877.527833, "total_charge": 1, "species": ["C", "C", "C", "N", "N", "O", "Br", "H", "H", "H", "H", "H", "H", "H", "H"], "xyz": [[0.5814, -0.2478, -0.4350], [-1.3619, -0.3137, 0.9277], [0.1185, 0.1064, 0.9556], [0.0148, 0.9280, -1.4687], [1.1323, -1.3263, -0.9308], [0.1671, 1.5413, 1.0353], [0.6095, 0.8167, -3.2402], [-1.6983, -0.0140, 1.8498], [-1.8724, 0.2210, 0.1161], [-1.2050, -1.3012, 0.7427], [0.8014, -0.3600, 1.7805], [0.2944, 1.7684, -0.8669], [1.5999, -2.0572, -0.3848], [1.1306, -1.5389, -1.9113], [-0.3121, 1.7771, 1.8300]], "lowdin_charge": [-0.148, 0.020, -0.332, -0.408, 0.239, -0.038, 0.747, 0.077, 0.116, 0.062, 0.200, 0.089, 0.170, 0.092, 0.116]}

=====

5.
{"formula": "C3H8BrO3S", "method": "wB97M-V/def2-TZVPD", "lumo_energy_ev": 3.1, "e_above_lowest_kcal_mol": 45.9, "homo_lumo_gap_ev": 6.6, "total_energy_ha": -3317.031685, "total_charge": -1, "species": ["Br", "O", "S", "O", "O", "C", "C", "C", "H", "H", "H", "H", "H", "H", "H", "H"], "xyz": [[-2.7074, 2.7539, 1.5598], [-1.6850, -0.9855, 1.0442], [-0.3853, -0.4429, 1.4528], [0.1930, -0.6889, 2.7739], [0.7020, -0.7534, 0.2152], [0.1275, -0.9906, -1.1103], [1.3906, -0.8762, -1.8958], [-0.4585, 1.3457, 1.2896], [-0.2891, -0.0608, -1.4974], [-0.5837, -1.8079, -1.2300], [1.9263, -1.8241, -1.8438], [2.1180, -0.1078, -1.6340], [1.0480, -0.6284, -2.9005], [-1.2299, 1.7612, 1.9380], [-0.7138, 1.6433, 0.2726], [0.5474, 1.6622, 1.5656]], "lowdin_charge": [-0.240, -0.329, 0.661, -0.325, -0.306, -0.267, -0.109, -0.364, 0.108, 0.124, 0.073, 0.086, 0.075, -0.262, 0.014, 0.061]}

=====

6.
{"formula": "C3H8CaO", "method": "wB97M-V/def2-TZVPD", "lumo_energy_ev": -0.6, "homo_lumo_gap_ev": 5.5, "total_energy_ha": -871.795359, "species": ["C", "O", "C", "C", "H", "H", "H", "H", "H", "H", "H", "H", "Ca"], "xyz": [[-0.7855, 0.0530, -2.1039], [-0.3266, 0.5713, -0.8781], [0.8849, 1.3838, -0.9065], [1.1500, 1.8289, 0.5122], [-1.7015, -0.5101, -1.8879], [-0.9926, 0.8778, -2.8041], [-0.0336, -0.6260, -2.5355], [0.6756, 2.2153, -1.6001], [1.6786, 0.7576, -1.3474], [0.9064, -0.1387, 1.7439], [1.1957, 2.9277, 0.5107], [2.0589, 1.6194, 1.0913], [-0.7609, 0.6646, 1.2583]], "lowdin_charge": [-0.110, -0.504, -0.360, -0.406, 0.085, 0.093, 0.096, 0.107, 0.111, -0.191, -0.009, -0.011, 1.100]}

=====

7.
{"formula": "C3H8ClISi", "method": "wB97M-V/def2-TZVPD", "lumo_energy_ev": 0.5, "e_above_lowest_kcal_mol": 41.8, "homo_lumo_gap_ev": 9.7, "total_energy_ha": -1166.498626, "species": ["C", "C", "C", "Si", "Cl", "I", "H", "H", "H", "H", "H", "H", "H", "H"], "xyz": [[-1.3974, -0.1317, 0.5623], [-0.4684, 0.8596, -0.0082], [0.7615, 0.3345, -0.7742], [2.4151, -0.9125, 0.3505], [2.8154, -2.5687, -0.6483], [4.5632, 0.4033, 0.0032], [-1.0475, -0.7664, 1.4800], [-2.2682, 0.3989, 0.8900], [-1.7444, -0.9340, -0.0446], [-1.0288, 1.3033, -0.8479], [-0.1455, 1.7105, 0.7535], [1.5378, 1.1607, -1.0379], [0.5547, -0.1659, -1.7580], [2.3613, -0.8867, 1.8630]], "lowdin_charge": [-0.166, -0.374, -0.253, -0.197, 0.238, 0.267, 0.106, 0.059, 0.059, 0.102, 0.148, 0.037, 0.059, -0.085]}

=====

8.
{"formula": "C3H8ClISi", "method": "wB97M-V/def2-TZVPD", "lumo_energy_ev": 0.3, "e_above_lowest_kcal_mol": 23.8, "homo_lumo_gap_ev": 9.8, "total_energy_ha": -1166.527173, "species": ["C", "C", "C", "Si", "Cl", "I", "H", "H", "H", "H", "H", "H", "H", "H"], "xyz": [[-0.2023, 0.4324, 1.5789], [-0.3710, 0.6690, -1.6352], [1.2581, -1.6479, -0.0528], [-0.2417, -0.5578, 0.0153], [-1.7780, -1.8898, 0.0023], [2.9425, -0.2428, 0.0011], [0.3474, 0.1190, 2.4118], [0.0494, 1.5798, 1.5202], [-1.2640, 0.4648, 2.0866], [-0.4460, 0.0238, -2.4799], [-1.2180, 1.2489, -1.5369], [0.5273, 1.3955, -1.6921], [1.4267, -2.1100, 0.9614], [1.6907, -2.4056, -0.7309]], "lowdin_charge": [-0.267, -0.179, -0.716, -0.021, 0.339, 0.698, -0.012, 0.077, 0.067, -0.003, -0.031, 0.041, 0.007, 0.000]}

=====

9.
{"formula": "C3H8ClN", "method": "wB97M-V/def2-TZVPD", "lumo_energy_ev": 0.8, "e_above_lowest_kcal_mol": 98.6, "homo_lumo_gap_ev": 10.2, "total_energy_ha": -633.877483, "species": ["C", "C", "C", "H", "H", "H", "H", "H", "H", "H", "H", "N", "Cl"], "xyz": [[-1.5595, -0.4134, 0.7088], [0.0069, -0.4937, 0.4943], [0.6911, 0.6528, 0.8350], [-2.0296, -0.1592, -0.3957], [-1.8753, -1.4352, 0.9193], [-2.2012, 0.2122, 1.5822], [0.2900, -1.4807, 0.9983], [1.8257, 0.4970, 1.3178], [0.1981, 1.1160, 1.6773], [-0.2006, 1.3961, -1.2611], [-0.6441, 2.2916, 0.4299], [0.2234, 1.8130, -0.0962], [0.4849, -0.8002, -0.9896]], "lowdin_charge": [-0.128, -1.025, -0.430, 0.103, 0.036, 0.137, 0.115, 0.175, 0.077, 0.156, 0.092, -0.105, 0.797]}

=====

10.
{"formula": "C3H8ClN", "method": "wB97M-V/def2-TZVPD", "lumo_energy_ev": [1.0, 1.0], "e_above_lowest_kcal_mol": 75.1, "homo_lumo_gap_ev": [8.4, 8.1], "total_energy_ha": -633.914963, "species": ["C", "C", "C", "N", "Cl", "H", "H", "H", "H", "H", "H", "H", "H"], "xyz": [[-1.3127, 1.2782, -0.3023], [-1.1625, -0.1028, 0.3576], [1.3221, -0.4785, 0.4769], [1.6519, -1.4264, -0.4592], [2.1601, 1.0926, 0.3077], [-2.2832, 1.4998, 0.0141], [-0.5117, 1.8582, 0.1628], [-1.1915, 1.3407, -1.2987], [-1.1450, -0.1068, 1.4424], [-1.4512, -0.9470, -0.2223], [1.1476, -0.8296, 1.4454], [1.7129, -0.9670, -1.4078], [1.0633, -2.2114, -0.5166]], "lowdin_charge": [-0.164, -0.072, -0.648, -0.041, 0.557, 0.044, 0.035, 0.021, 0.041, 0.028, 0.035, 0.103, 0.060]}